(1)
Here is a cluster of 2 separate species, C6H12O in total from the OMol25 dataset. Energies are from ωB97M-V/def2-TZVPD.

Calculated values
Maximum force in eV Å⁻¹: 0.3
Kohn-Sham gap in eV: 10.456
SMILES string: CC[C@H]1[C@H]2C[C@@H]12.O
ΔE to the lowest compared entry with this formula, charge and spin in kJ/mol: 234.5

```
19
Properties=species:S:1:pos:R:3:forces:R:3
H 0.991 -0.523 -1.640 0.1 0.0 0.0
C 0.606 -1.908 1.140 0.0 0.0 0.0
C -1.244 1.486 0.233 -0.2 0.1 0.1
H 1.243 -2.212 1.980 -0.1 0.0 -0.2
H -0.313 -0.332 2.281 0.1 0.0 -0.1
H -0.078 3.129 -0.659 0.0 -0.2 0.1
H 0.331 -1.138 -2.851 0.0 -0.1 -0.1
H -0.759 0.919 -1.942 0.0 0.0 0.2
C -0.446 0.969 -0.907 0.0 0.0 -0.2
H -2.252 1.874 0.205 0.1 0.0 0.0
H 0.913 2.104 0.477 -0.2 0.0 -0.1
O 1.190 -1.036 -2.433 0.1 -0.1 0.0
C 0.027 2.170 -0.154 0.2 0.2 0.1
C -0.791 0.065 0.254 0.0 -0.2 0.1
H 1.076 0.187 1.345 -0.1 -0.1 0.0
H -1.579 -0.656 0.019 0.1 0.1 0.1
C 0.184 -0.449 1.308 0.0 0.1 0.0
H 1.166 -2.075 0.212 -0.1 0.0 0.1
H -0.265 -2.573 1.132 0.1 0.1 0.0
```
Positions in Å, forces in eV/Å.

Atom charges from the Mulliken analysis, given in e for atoms 1 to 6: H 0.361; C -1.175; C -0.598; H 0.359; H 0.298; H 0.261



(2)
Here is an isolated molecule of C6H12O from the OMol25 dataset. Energies are from ωB97M-V/def2-TZVPD.

Calculated values
Maximum force in eV Å⁻¹: 0.2
Kohn-Sham gap in eV: 10.419
SMILES string: CCO[C@H]1C[C@H]1C
ΔE to the lowest compared entry with this formula, charge and spin in kJ/mol: 144.6

```
19
Properties=species:S:1:pos:R:3:forces:R:3
H 2.961 -0.658 0.648 0.0 0.1 -0.1
H -1.348 0.644 -2.021 -0.1 0.0 0.1
C 2.823 0.359 0.266 0.0 0.0 0.0
H 3.024 1.058 1.083 0.0 -0.1 -0.1
H -2.081 -1.669 1.630 0.1 0.1 -0.1
H -1.767 -1.594 -0.887 0.0 0.1 0.1
C -1.527 -0.691 -0.327 -0.1 0.0 -0.1
H 1.276 1.575 -0.632 0.0 -0.1 0.1
H -2.910 0.733 -1.188 0.2 0.0 0.0
C 1.411 0.552 -0.258 0.1 0.1 -0.2
H 1.209 -0.129 -1.095 0.0 0.1 0.1
H 3.553 0.536 -0.532 -0.1 0.0 0.1
H -1.985 0.160 1.670 0.1 -0.1 -0.1
H -1.469 1.457 -0.451 -0.1 -0.1 -0.1
C -1.832 0.607 -1.038 0.0 0.1 0.0
H 0.222 -1.732 0.599 -0.1 0.2 0.0
O 0.461 0.342 0.779 -0.1 0.0 0.0
C -1.695 -0.763 1.174 -0.1 0.0 0.1
C -0.328 -0.787 0.581 0.0 -0.2 0.0
```
Positions in Å, forces in eV/Å.

Atom charges from the Mulliken analysis, given in e for atoms 1 to 6: H 0.281; H 0.307; C -1.185; H 0.282; H 0.261; H 0.334



(3)
Here is an isolated molecule of C6H12O from the OMol25 dataset. Energies are from ωB97M-V/def2-TZVPD.

Calculated values
Maximum force in eV Å⁻¹: 0.2
Kohn-Sham gap in eV: 10.515
SMILES string: CCO[C@H]1C[C@H]1C
ΔE to the lowest compared entry with this formula, charge and spin in kJ/mol: 140.5

```
19
Properties=species:S:1:pos:R:3:forces:R:3
H 0.830 0.306 3.143 0.0 0.0 -0.2
H 1.875 -0.119 1.701 -0.2 0.0 0.0
H -1.893 -1.636 -0.557 0.1 0.0 0.0
H 0.076 1.875 -0.887 0.1 0.0 0.2
H -0.016 -2.378 -2.098 0.0 0.1 0.0
C 0.904 0.209 2.064 0.1 0.0 0.1
H -1.174 -1.311 -2.918 0.1 0.0 0.1
H 0.394 -0.674 -2.378 -0.1 -0.1 0.0
O -0.050 -1.122 0.224 0.1 0.0 0.0
C -1.034 -0.990 -0.791 -0.2 0.0 -0.2
C -0.420 -1.362 -2.126 0.0 0.0 0.0
H 1.429 2.504 0.069 -0.1 -0.1 0.0
C 0.807 1.621 -0.110 0.0 0.0 -0.1
H -1.192 -0.493 1.868 0.1 0.0 -0.1
H 1.451 0.829 -0.504 -0.1 0.1 0.0
H -1.404 0.044 -0.823 0.1 -0.1 0.0
C 0.143 1.163 1.170 0.0 0.1 0.0
H -0.492 1.902 1.654 0.1 -0.1 0.0
C -0.284 -0.275 1.303 -0.1 0.1 0.1
```
Positions in Å, forces in eV/Å.

Atom charges from the Mulliken analysis, given in e for atoms 1 to 6: H 0.264; H 0.235; H 0.363; H 0.285; H 0.290; C -0.790



(4)
Here is a structure of composition C6H12O from the OMol25 dataset. Energies are from ωB97M-V/def2-TZVPD.

Calculated values
Maximum force in eV Å⁻¹: 0.5
Kohn-Sham gap in eV: 9.237
ΔE to the lowest compared entry with this formula, charge and spin in kJ/mol: 366.0

```
19
Properties=species:S:1:pos:R:3:forces:R:3
H 0.230 0.415 1.735 -0.1 0.0 -0.1
H -3.389 0.516 -0.586 0.2 -0.1 0.1
C 2.070 0.508 -0.300 0.0 0.0 0.0
H -1.527 1.442 -0.453 0.3 0.2 0.3
C -2.319 0.322 -0.544 -0.1 -0.3 0.0
C -1.681 0.267 0.709 -0.1 0.2 -0.2
H 1.263 -1.819 1.033 -0.1 0.0 -0.1
H -0.180 -2.149 0.057 0.2 0.1 0.0
H -2.221 0.461 1.634 0.1 0.0 -0.2
C 0.702 -0.178 -0.284 -0.1 0.0 -0.1
C 0.807 -1.669 0.045 0.0 0.0 0.0
H 2.573 0.407 0.671 -0.1 0.0 -0.1
C -0.210 0.508 0.731 0.1 -0.3 0.1
H 1.966 1.576 -0.516 0.0 -0.2 0.0
H 2.722 0.061 -1.060 -0.1 0.1 0.1
H -1.910 -0.251 -1.375 0.0 0.2 0.2
O -0.583 1.841 0.474 -0.1 0.2 -0.3
H 1.427 -2.197 -0.689 -0.1 0.1 0.1
H 0.260 -0.061 -1.283 0.0 0.0 0.2
```
Positions in Å, forces in eV/Å.

Atom charges from the Mulliken analysis, given in e for atoms 1 to 6: H 0.462; H 0.312; C -1.594; H 0.455; C -1.045; C -0.031



(5)
Here is a cluster of 2 separate species, C6H12O in total from the OMol25 dataset. Energies are from ωB97M-V/def2-TZVPD.

Calculated values
Maximum force in eV Å⁻¹: 0.4
Kohn-Sham gap in eV: 8.231
ΔE to the lowest compared entry with this formula, charge and spin in kJ/mol: 600.2

```
19
Properties=species:S:1:pos:R:3:forces:R:3
H 1.649 -0.725 1.240 0.0 0.0 -0.2
H -2.701 -0.150 1.971 0.1 0.0 0.0
H -1.676 -1.115 0.899 0.0 0.1 0.1
C 1.667 -0.781 0.158 0.3 0.0 0.2
H -1.071 1.769 1.851 0.0 -0.1 -0.1
C -1.667 -0.335 1.664 0.0 0.0 0.0
C -0.033 1.022 0.095 0.2 0.0 0.0
H -1.111 -0.688 2.540 -0.1 0.1 -0.1
H 0.646 1.881 0.121 -0.1 -0.1 0.0
O -1.377 1.340 -0.193 -0.2 0.1 -0.2
C 0.918 0.114 -2.080 0.0 0.0 0.0
H 0.004 0.431 -2.590 0.1 0.0 0.1
H 1.301 -0.796 -2.549 -0.1 0.1 0.1
H -0.615 -1.050 -0.862 0.2 0.1 0.1
C 0.671 -0.109 -0.607 -0.1 0.1 -0.1
H 0.319 -1.293 -0.288 -0.3 -0.1 -0.1
C -1.055 0.938 1.141 0.0 -0.1 0.3
H 2.446 -1.345 -0.341 -0.1 0.1 0.0
H 1.686 0.892 -2.169 -0.1 -0.1 0.0
```
Positions in Å, forces in eV/Å.

Atom charges from the Mulliken analysis, given in e for atoms 1 to 6: H 0.312; H 0.359; H 0.381; C -1.307; H 0.433; C -1.317



(6)
Here is a cluster of 2 separate species, C6H12O in total in a non-equilibrium geometry from the OMol25 dataset. Energies are from ωB97M-V/def2-TZVPD.

Calculated values
Maximum force in eV Å⁻¹: 4.4
Kohn-Sham gap in eV: 9.757
SMILES string: C=CC(=C)CC.O
ΔE to the lowest compared entry with this formula, charge and spin in kJ/mol: 380.1

```
19
Properties=species:S:1:pos:R:3:forces:R:3
H -0.563 2.502 -0.162 -2.6 3.2 -0.1
O 4.430 0.883 0.228 1.0 -0.5 3.1
C -2.024 -0.031 0.011 2.1 -3.7 -1.0
H 4.336 0.537 1.190 0.2 0.9 -2.6
H -2.035 -0.656 0.948 -0.1 1.4 -0.5
H 1.718 0.506 1.425 -1.0 -0.1 0.6
H 1.646 -1.315 1.801 0.7 -0.5 -0.1
H -3.132 -0.690 -1.955 0.6 1.2 0.9
C 1.277 -0.479 1.250 -2.2 -0.4 -3.9
H -2.545 0.821 -0.038 -2.7 2.9 0.7
H -1.814 -1.579 -1.631 0.4 -0.2 0.8
C -2.568 -1.039 -1.045 -0.7 -0.1 -2.7
H -3.358 -1.753 -0.798 0.5 -0.2 1.2
H 0.294 -1.668 -0.407 -0.2 1.2 1.6
H 0.985 1.845 -0.122 -0.1 -0.5 -1.0
C 0.383 -0.676 0.159 1.8 0.1 1.6
C -0.060 1.679 -0.426 1.1 -3.8 1.5
C -0.590 0.439 -0.234 2.4 -0.4 0.4
H 3.619 0.673 -0.196 -1.2 -0.4 -0.5
```
Positions in Å, forces in eV/Å.

Atom charges from the Mulliken analysis, given in e for atoms 1 to 6: H 0.303; O -0.664; C -0.570; H 0.330; H 0.278; H 0.322



(7)
Here is an isolated molecule of C6H12O in a non-equilibrium geometry from the OMol25 dataset. Energies are from ωB97M-V/def2-TZVPD.

Calculated values
Maximum force in eV Å⁻¹: 3.1
Kohn-Sham gap in eV: 9.459
SMILES string: CCCC1COC1
ΔE to the lowest compared entry with this formula, charge and spin in kJ/mol: 365.7

```
19
Properties=species:S:1:pos:R:3:forces:R:3
H -1.022 -0.111 -2.342 -0.1 0.1 0.1
H -0.697 1.099 3.070 -0.1 -0.1 -0.1
C -1.397 0.494 2.482 0.1 0.0 0.0
H 1.041 0.664 1.252 0.0 -0.1 -0.1
C 0.321 0.134 0.618 0.4 -0.1 -0.3
H -1.847 0.045 0.418 0.2 0.1 0.1
H -0.489 -1.484 -1.330 0.0 0.3 0.0
H -1.220 1.667 0.673 0.0 -0.1 0.0
C 0.646 0.291 -0.863 1.7 -1.9 -0.3
O 0.874 -0.828 -2.742 -0.1 -0.4 -0.5
H 1.433 0.881 -1.281 -1.2 2.9 0.1
H -1.303 -0.545 2.818 0.0 0.1 -0.1
C 1.925 -0.627 -1.844 -0.2 -0.6 0.6
H 2.264 -1.475 -1.258 0.0 -0.6 -0.1
H 0.378 -0.939 0.869 0.0 0.2 0.1
C -0.165 -0.544 -1.823 -0.3 0.1 -0.3
H -2.412 0.832 2.722 0.2 -0.1 -0.1
C -1.102 0.622 0.985 0.1 0.0 -0.2
H 2.775 -0.175 -2.426 -0.6 0.1 1.2
```
Positions in Å, forces in eV/Å.

Atom charges from the Mulliken analysis, given in e for atoms 1 to 6: H 0.267; H 0.313; C -1.239; H 0.372; C -0.692; H 0.281



(8)
Here is an isolated molecule of C6H12O in a non-equilibrium geometry from the OMol25 dataset. Energies are from ωB97M-V/def2-TZVPD.

Calculated values
Maximum force in eV Å⁻¹: 2.4
Kohn-Sham gap in eV: 10.595
SMILES string: CCC(C=O)CC
ΔE to the lowest compared entry with this formula, charge and spin in kJ/mol: 98.5

```
19
Properties=species:S:1:pos:R:3:forces:R:3
C -1.993 -1.182 0.688 -0.1 0.0 0.1
H -1.077 -1.382 -1.253 0.3 0.5 0.3
H -1.258 -1.789 1.228 -0.1 0.1 0.0
H 1.691 -0.554 -0.965 -0.4 -0.1 -0.1
C -0.081 1.583 -1.001 0.3 0.3 0.0
C -0.171 0.332 -0.161 0.0 0.3 0.6
H 2.370 1.338 0.264 0.1 -0.2 0.3
O 0.913 2.250 -1.162 -0.4 -0.2 -0.2
C 2.022 0.493 0.860 0.0 0.2 0.4
H -2.855 -1.816 0.458 0.1 0.1 0.0
H -2.129 0.000 -1.107 0.2 0.1 0.2
H 0.982 -1.376 0.442 0.1 0.2 -0.1
H -1.049 1.926 -1.422 0.0 0.0 -0.1
H 1.314 0.922 1.622 1.4 -0.5 0.0
H 2.880 -0.052 1.267 -0.2 0.3 0.3
H -0.218 0.826 0.911 -1.2 -1.0 -1.8
C 1.162 -0.394 -0.019 0.1 0.0 0.0
C -1.368 -0.572 -0.557 0.0 0.2 0.2
H -2.312 -0.374 1.353 -0.1 -0.2 0.0
```
Positions in Å, forces in eV/Å.

Atom charges from the Mulliken analysis, given in e for atoms 1 to 6: C -1.177; H 0.281; H 0.276; H 0.319; C -0.272; C 0.485



(9)
Here is an isolated molecule of C6H12O in a non-equilibrium geometry from the OMol25 dataset. Energies are from ωB97M-V/def2-TZVPD.

Calculated values
Maximum force in eV Å⁻¹: 1.5
Kohn-Sham gap in eV: 10.358
SMILES string: C=CCCCCO
ΔE to the lowest compared entry with this formula, charge and spin in kJ/mol: 140.1

```
19
Properties=species:S:1:pos:R:3:forces:R:3
C -0.660 1.233 -0.521 1.2 -0.1 -0.6
H -1.488 0.654 -0.116 -0.2 0.0 -0.2
H 1.323 0.984 -1.178 0.1 -0.2 -0.5
H 0.868 2.528 0.341 0.3 -0.4 0.2
H -1.130 -1.741 -0.992 -0.3 -0.3 -0.1
H -1.241 -3.547 0.723 -0.2 -0.2 0.0
H 0.127 0.081 -2.166 0.2 -0.1 -0.3
C 0.777 -0.909 -0.386 1.1 -1.0 0.1
C -0.340 -1.910 -0.272 -0.2 0.5 0.0
C 0.443 0.339 -1.161 -0.6 0.6 1.2
H 0.577 1.614 2.328 0.2 0.0 0.2
C -0.125 2.139 0.574 -1.2 0.7 0.1
H 1.644 -1.393 -0.866 -0.3 0.0 -0.3
O -0.250 1.521 1.858 0.4 -0.1 -0.3
H 1.209 -0.718 0.599 -0.4 0.4 0.2
C -0.426 -2.855 0.652 0.6 0.4 -0.3
H -0.755 3.041 0.601 0.0 -0.1 0.0
H -0.962 1.865 -1.359 -0.5 0.1 0.3
H 0.408 -2.926 1.340 -0.2 -0.3 0.3
```
Positions in Å, forces in eV/Å.

Atom charges from the Mulliken analysis, given in e for atoms 1 to 6: C -0.373; H 0.323; H 0.383; H 0.354; H 0.307; H 0.280



(10)
Here is a cluster of 2 separate species, C6H12O in total from the OMol25 dataset. Energies are from ωB97M-V/def2-TZVPD.

Calculated values
Maximum force in eV Å⁻¹: 0.4
Kohn-Sham gap in eV: 11.090
SMILES string: OCC1CC1.C=C
ΔE to the lowest compared entry with this formula, charge and spin in kJ/mol: 213.2

```
19
Properties=species:S:1:pos:R:3:forces:R:3
C -1.313 -0.636 0.138 0.1 -0.1 0.0
H -1.158 -1.487 0.799 0.0 0.1 -0.1
H 1.083 -0.369 -0.994 0.0 -0.2 0.0
H 2.168 1.867 0.378 0.1 -0.1 0.0
O 0.588 -1.129 -1.332 0.1 0.2 0.0
C 2.576 -0.177 0.734 0.1 0.2 0.0
H -0.857 1.547 0.185 -0.1 -0.2 0.1
C -1.269 0.728 0.771 0.1 0.1 0.1
H -1.080 0.805 1.839 0.0 0.0 -0.2
H -1.032 0.070 -1.860 0.0 -0.1 0.1
H -3.285 -0.184 1.086 0.1 0.0 -0.1
C 2.775 0.996 0.140 0.0 -0.1 0.1
H 3.552 1.131 -0.608 -0.1 0.0 0.1
C -2.581 0.145 0.327 -0.2 0.0 0.0
H -3.050 0.568 -0.559 0.1 -0.1 0.1
H -1.296 -1.676 -1.738 0.0 0.1 0.1
H 1.792 -0.321 1.474 0.1 0.1 -0.1
H 3.175 -1.050 0.487 -0.1 0.1 0.0
C -0.788 -0.828 -1.266 -0.4 0.0 -0.1
```
Positions in Å, forces in eV/Å.

Atom charges from the Mulliken analysis, given in e for atoms 1 to 6: C 0.167; H 0.332; H 0.241; H 0.243; O -0.482; C -0.542



(11)
Here is an isolated molecule of C6H12O from the OMol25 dataset. Energies are from ωB97M-V/def2-TZVPD.

Calculated values
Maximum force in eV Å⁻¹: 0.3
Kohn-Sham gap in eV: 11.133
SMILES string: C[C@@H]1C[C@@H]1[C@@H](C)O
ΔE to the lowest compared entry with this formula, charge and spin in kJ/mol: 97.5

```
19
Properties=species:S:1:pos:R:3:forces:R:3
H -0.737 2.926 1.226 -0.1 -0.1 0.0
H -0.153 0.114 -2.089 -0.1 -0.1 0.1
H 2.192 -1.596 0.359 -0.1 0.0 -0.1
C 1.716 -1.283 -0.579 0.0 0.0 0.0
H 0.965 -0.197 1.727 0.0 0.2 0.0
H -0.137 -2.426 -0.322 0.0 0.2 0.0
H 0.561 1.401 -0.156 -0.1 -0.1 0.1
H 2.121 -1.916 -1.376 -0.1 0.1 0.1
H -1.518 -1.086 -1.915 0.1 0.1 0.1
C -0.658 -0.610 -1.452 -0.1 0.0 -0.2
C -0.113 0.953 0.594 -0.2 0.1 -0.3
O 0.610 0.697 1.792 0.1 -0.2 0.1
H -1.747 1.600 1.826 0.0 0.0 -0.2
H -1.887 2.128 0.128 0.1 0.0 0.1
H 2.031 -0.254 -0.786 -0.1 -0.1 0.0
C -1.190 1.967 0.957 0.0 0.0 0.0
C 0.208 -1.413 -0.522 0.0 -0.1 0.0
H -1.573 -0.678 0.561 0.1 0.0 -0.1
C -0.691 -0.326 0.025 -0.1 0.0 0.2
```
Positions in Å, forces in eV/Å.

Atom charges from the Mulliken analysis, given in e for atoms 1 to 6: H 0.356; H 0.242; H 0.343; C -1.426; H 0.356; H 0.343



(12)
Here is a cluster of 2 separate species, C6H12O in total in a non-equilibrium geometry from the OMol25 dataset. Energies are from ωB97M-V/def2-TZVPD.

Calculated values
Maximum force in eV Å⁻¹: 1.4
Kohn-Sham gap in eV: 10.318
SMILES string: C=C/C=C/CC.O
ΔE to the lowest compared entry with this formula, charge and spin in kJ/mol: 177.1

```
19
Properties=species:S:1:pos:R:3:forces:R:3
C -0.786 -0.487 0.086 -0.5 -1.3 0.1
C -2.052 -0.956 -0.526 -0.3 0.8 -0.1
H 2.117 1.584 -0.351 -0.2 0.1 -0.2
C 0.694 1.194 1.173 0.5 -0.3 -0.7
H -3.349 -1.239 -2.138 0.0 -0.3 -0.1
H 1.674 -2.285 -0.699 -0.1 -0.1 0.0
H 1.119 2.993 0.006 0.1 0.2 0.1
H 0.269 1.603 2.088 0.0 0.2 0.1
O 1.578 -2.845 0.079 0.1 0.2 0.1
C -2.332 -1.081 -1.813 0.2 -0.2 -0.2
H -1.043 1.594 -0.081 0.0 -0.2 -0.4
H -1.553 -1.076 -2.568 -0.1 0.4 0.0
H -0.265 -1.318 0.565 0.4 0.4 0.1
C 1.645 2.153 0.455 0.3 -0.5 -0.2
H -2.866 -1.122 0.178 0.0 0.1 0.1
H 1.798 -2.256 0.810 0.0 -0.2 0.0
C -0.421 0.769 0.260 -0.2 0.4 0.8
H 1.276 0.302 1.421 -0.1 0.0 0.3
H 2.496 2.473 1.055 -0.3 0.3 0.3
```
Positions in Å, forces in eV/Å.

Atom charges from the Mulliken analysis, given in e for atoms 1 to 6: C -0.372; C -0.338; H 0.292; C -0.276; H 0.253; H 0.328